1.
78
Properties=species:S:1:pos:R:3:forces:R:3 method="wB97M-V/def2-TZVPD" energy_ev=-114128.6434 orbital_gap_ev="5.98 / 6.42" s_squared=6.06 e_homo_ev="-5.6 / -6.1" spin_multiplicity=5
Fe -0.438050 -0.333021 1.029000 -0.049 1.548 -0.562
I -1.484673 -2.757090 6.815560 0.169 0.111 -0.222
C -0.439073 -2.062437 5.122556 -0.183 -0.127 0.310
C 0.116259 -2.975299 4.238334 -0.023 -0.003 0.063
C 0.763778 -2.510273 3.113612 0.213 0.198 -0.382
I 1.801829 -3.850790 1.888646 -0.141 0.035 0.051
C 0.834696 -1.128571 2.759094 0.797 -0.613 1.194
O 1.428255 -0.695694 1.691300 0.278 0.055 0.266
C 0.309993 -0.237708 3.752349 0.072 0.071 -0.340
C 0.366645 1.223919 3.401472 -0.042 -0.190 0.144
N -0.665428 1.444373 2.374839 -0.050 0.152 0.176
C -2.030112 1.435352 2.890657 0.101 -0.049 -0.060
C -2.991915 0.861430 1.876700 0.313 0.087 -0.207
C -4.341733 0.721837 2.153984 -0.277 0.136 0.003
C -5.175426 0.161188 1.200857 0.257 0.020 0.009
C -4.622773 -0.217717 -0.016490 -0.266 0.065 -0.015
C -3.271505 -0.034363 -0.213713 0.251 0.160 -0.054
N -2.448284 0.465765 0.719894 -1.104 -0.224 0.191
C -0.310397 -0.702178 4.898049 -0.022 -0.032 0.082
H 0.065946 -4.036247 4.440906 0.011 0.000 -0.025
H 1.335591 1.430932 2.946201 -0.022 0.088 -0.005
H 0.235702 1.859142 4.285700 -0.027 -0.006 -0.018
H -0.495365 2.280207 1.827989 0.063 0.023 0.028
H -2.359703 2.432379 3.205096 -0.068 -0.018 -0.002
H -2.059221 0.791135 3.770174 0.022 0.015 0.053
H -4.731211 1.060573 3.106274 0.017 -0.044 0.013
H -6.230706 0.029269 1.397665 -0.006 -0.008 0.006
H -5.237711 -0.642082 -0.798062 0.047 0.001 -0.025
H -2.798463 -0.290197 -1.156186 -0.019 -0.121 0.029
H -0.686427 0.003973 5.630005 -0.027 0.022 -0.040
C 3.026447 3.328305 -2.111854 0.077 -0.162 0.182
Si 2.530860 2.388138 -0.548772 0.215 0.309 0.149
C 1.534923 3.624023 0.478504 0.102 -0.281 -0.034
C 3.946166 1.733086 0.500765 0.005 0.102 -0.279
N 1.562760 0.973260 -0.992844 -0.584 0.242 0.130
C 2.125508 -0.242445 -1.426999 -0.091 -0.243 -0.045
C 3.400390 -0.232939 -1.998373 -0.054 0.021 -0.022
C 4.049329 -1.397688 -2.371508 0.082 -0.065 -0.026
C 3.428437 -2.619293 -2.192530 0.036 0.033 0.019
C 2.149372 -2.661626 -1.662765 -0.120 -0.044 0.053
C 1.490337 -1.498714 -1.303464 0.220 0.213 0.026
O 0.236912 -1.474650 -0.739916 -0.012 -0.512 -0.066
C -0.635272 -2.530795 -0.634191 -0.195 -0.389 -0.032
C -1.452985 -2.496822 0.497840 0.386 -0.184 -0.462
C -2.370884 -3.513449 0.690679 -0.124 0.091 0.183
C -2.498399 -4.540565 -0.234726 -0.011 -0.007 -0.050
C -1.722238 -4.528110 -1.382313 -0.053 -0.031 0.052
C -0.798255 -3.515228 -1.596865 0.091 0.173 -0.067
H 3.721233 4.138130 -1.873833 -0.012 -0.002 0.025
H 2.139454 3.777276 -2.566601 -0.042 -0.031 0.031
H 3.498375 2.701107 -2.870475 -0.013 0.017 0.019
H 1.968844 4.617598 0.341219 0.060 -0.028 -0.008
H 1.590037 3.391877 1.545194 -0.040 -0.038 -0.018
H 0.490606 3.679279 0.176185 -0.024 0.031 -0.032
H 4.350962 2.504617 1.158893 -0.051 0.047 -0.013
H 4.770763 1.345844 -0.099124 0.014 0.006 0.058
H 3.567522 0.911338 1.115040 -0.054 0.012 0.008
H 3.897991 0.716110 -2.145715 -0.026 -0.051 -0.010
H 5.042962 -1.346085 -2.797095 -0.005 0.025 0.006
H 3.932758 -3.542254 -2.444372 -0.007 0.007 -0.031
H 1.674864 -3.614252 -1.486347 -0.003 -0.001 0.020
H -1.364045 -1.701734 1.271344 -0.609 -1.079 0.283
H -2.988270 -3.505147 1.581075 0.006 0.008 -0.011
H -3.210901 -5.336975 -0.066552 0.013 -0.004 0.010
H -1.825961 -5.314786 -2.118388 -0.025 0.025 -0.016
H -0.217039 -3.485533 -2.507566 0.000 -0.034 0.012
S -0.148949 1.213945 -1.030880 0.733 0.428 -0.813
C -0.330952 1.769731 -2.687093 -0.226 0.043 0.075
N 0.245417 1.005193 -3.705596 -0.003 0.111 0.101
C 0.172976 1.443646 -5.020627 0.008 -0.063 -0.050
C -0.597459 2.503776 -5.352640 -0.045 0.077 0.050
C -1.287805 3.233967 -4.346471 -0.100 0.038 -0.072
C -1.098451 2.857734 -3.012380 0.105 -0.054 0.057
H 0.963700 0.348663 -3.446281 0.013 -0.049 -0.037
H 0.733783 0.865266 -5.739794 -0.015 -0.005 0.003
H -0.672793 2.803054 -6.388509 0.045 -0.057 -0.016
H -1.913855 4.075838 -4.601120 0.030 0.006 0.001
H -1.549692 3.420482 -2.204624 0.021 0.000 -0.002

---

2.
75
Properties=species:S:1:pos:R:3:forces:R:3 method="wB97M-V/def2-TZVPD" energy_ev=-112947.1672 orbital_gap_ev=6.24 total_charge=+3 e_homo_ev=-16.6
Ir -0.171573 -0.601200 0.951729 -0.077 -0.060 0.019
C -5.291621 2.971373 0.193602 -0.004 0.000 -0.001
C -3.869813 3.427220 -0.094572 0.001 0.008 0.000
N -2.878141 2.868797 0.868694 0.000 -0.009 0.000
C -2.490195 3.733403 2.006302 -0.006 0.001 0.002
C -3.384226 3.546975 3.223417 -0.002 0.002 -0.002
C -2.458909 1.635347 0.738652 0.033 0.006 0.009
S -1.439738 0.963140 2.017485 0.008 0.006 -0.001
N -2.954540 0.923835 -0.293793 -0.016 -0.016 -0.025
C -2.622646 -0.156948 -0.880003 -0.015 -0.019 0.074
O -1.422937 -0.781430 -0.693505 0.019 0.067 0.027
C -3.541835 -0.819526 -1.801214 0.012 0.003 -0.039
C -4.363856 -0.043804 -2.624060 0.011 -0.003 0.013
C -5.257995 -0.664285 -3.476677 -0.001 -0.010 0.005
C -5.362828 -2.051126 -3.482281 -0.007 0.016 -0.004
C -4.569487 -2.824198 -2.642773 0.009 -0.003 0.010
C -3.649493 -2.212818 -1.812022 -0.009 0.010 -0.007
H -5.955398 3.420307 -0.544641 -0.001 0.000 0.000
H -5.627440 3.294185 1.176676 0.000 0.000 0.001
H -5.385174 1.889062 0.123727 0.000 0.001 0.000
H -3.782713 4.508058 -0.014156 -0.002 -0.002 -0.001
H -3.559439 3.143785 -1.096838 0.000 0.001 -0.002
H -2.538135 4.756630 1.641475 0.001 -0.002 0.002
H -1.450966 3.521595 2.253588 0.006 0.001 0.000
H -4.411664 3.837583 3.015465 0.002 0.000 0.000
H -3.017208 4.179069 4.030991 0.000 0.000 0.000
H -3.379774 2.514033 3.573802 0.000 -0.001 -0.001
H -4.283087 1.034983 -2.599841 0.000 -0.005 -0.001
H -5.883289 -0.070585 -4.129041 0.001 0.000 -0.001
H -6.078217 -2.531764 -4.136384 0.001 0.002 -0.002
H -4.677286 -3.900117 -2.632143 0.001 -0.003 0.000
H -3.050069 -2.816050 -1.142053 0.001 -0.004 0.004
N 1.124266 0.853940 0.415303 0.001 -0.005 -0.028
C 2.261921 0.934211 1.350298 -0.011 -0.010 0.005
C 3.334726 1.757010 1.172793 -0.008 0.003 0.003
C 4.342091 1.784877 2.163415 -0.001 -0.012 0.007
C 4.240090 1.016272 3.291638 0.008 0.009 -0.010
C 3.125805 0.163833 3.484332 -0.002 -0.003 0.006
C 2.921036 -0.653330 4.621783 -0.006 -0.003 0.001
C 1.796618 -1.430608 4.704466 0.008 0.002 0.005
C 0.870537 -1.422499 3.651588 0.003 0.003 0.009
N 1.040162 -0.677219 2.573816 0.006 0.001 0.015
C 2.142819 0.127867 2.485367 -0.011 0.006 -0.025
H 1.454375 0.710591 -0.540115 0.003 -0.001 0.002
H 0.622135 1.745786 0.427363 0.002 0.001 -0.005
H 3.423112 2.390209 0.297458 0.000 -0.001 0.000
H 5.195267 2.433679 2.022976 0.001 0.000 0.001
H 5.010537 1.054845 4.050993 0.000 0.001 -0.001
H 3.650613 -0.650910 5.422334 0.000 0.001 -0.001
H 1.602634 -2.053593 5.565766 0.000 0.000 0.000
H -0.024441 -2.030810 3.692099 -0.007 -0.003 0.001
Ge -0.162748 -1.677857 -1.936190 0.018 -0.091 -0.016
C -0.922461 -2.814974 -3.231516 0.016 -0.007 -0.010
C -1.025466 -4.188011 -2.990526 -0.010 0.001 0.014
C -1.580562 -5.008167 -3.957586 0.004 -0.005 -0.001
C -2.028815 -4.460568 -5.154547 -0.002 -0.001 -0.004
C -1.917820 -3.096711 -5.398953 0.004 0.010 -0.001
C -1.359339 -2.267678 -4.441056 -0.014 0.014 -0.001
C 0.715949 -2.414755 -0.343161 0.076 0.091 -0.073
C 0.033283 -3.341906 0.485738 -0.016 0.051 0.034
C 0.712296 -4.066881 1.449451 0.019 -0.016 0.007
C 2.089097 -3.899251 1.598054 -0.003 0.000 -0.009
C 2.784063 -2.994372 0.804733 -0.015 0.006 -0.001
C 2.105855 -2.259284 -0.156532 -0.004 -0.010 0.030
H 0.554206 -0.404459 -2.398385 -0.004 0.007 -0.010
H -0.666194 -4.624680 -2.065198 0.002 0.006 -0.003
H -1.654685 -6.073574 -3.787246 0.001 -0.002 0.000
H -2.456032 -5.106255 -5.910481 -0.002 0.000 0.002
H -2.255233 -2.684602 -6.340196 0.001 0.001 0.000
H -1.267443 -1.205896 -4.640609 0.001 -0.007 -0.003
H -1.030451 -3.511071 0.345757 -0.030 -0.015 -0.011
H 0.181251 -4.781583 2.064728 0.000 -0.003 -0.002
H 2.623103 -4.490208 2.331607 -0.001 0.003 0.001
H 3.853549 -2.877198 0.920322 0.000 -0.003 -0.001
H 2.665475 -1.578459 -0.791225 0.006 -0.008 -0.006

---

3.
82
Properties=species:S:1:pos:R:3:forces:R:3 method="wB97M-V/def2-TZVPD" energy_ev=-75143.9909 orbital_gap_ev="5.70 / 6.17" s_squared=8.85 total_charge=-1 e_homo_ev="-3.8 / -5.2" spin_multiplicity=6
Ir -1.094764 0.484351 0.670523 -0.028 -0.210 0.231
C -5.407813 -0.114873 0.129473 0.260 -0.117 -0.039
Si -3.799594 -0.017914 -0.853409 -0.318 0.407 -0.421
C -3.934011 -0.837245 -2.554887 0.009 -0.007 0.305
C -3.381310 1.799818 -1.117504 -0.033 -0.207 0.119
N -2.480921 -0.756966 0.052241 0.111 0.508 0.318
C -2.448280 -2.039495 0.527540 0.094 -0.500 0.108
C -3.412626 -3.013632 0.206489 0.053 0.117 -0.033
C -3.331734 -4.301832 0.691732 -0.098 -0.107 -0.035
C -2.276488 -4.672918 1.520957 0.101 0.090 0.017
C -1.314207 -3.740077 1.859230 -0.056 -0.038 -0.049
C -1.377539 -2.423917 1.387181 0.073 0.336 -0.232
N -0.456102 -1.474427 1.744735 0.099 -0.436 0.579
Si 1.015324 -1.365378 2.412309 0.037 0.322 -0.207
C 1.272016 -0.590059 4.091918 -0.087 0.077 -0.374
C 2.581831 -1.867439 1.525202 -0.277 -0.006 0.048
C 2.984122 1.411299 1.786230 -0.102 0.168 -0.328
H -6.247381 0.310920 -0.424134 0.042 0.023 -0.070
H -5.285366 0.457815 1.052040 0.046 0.011 -0.009
H -5.669277 -1.136895 0.408917 -0.017 0.006 -0.017
H -4.696466 -0.341801 -3.160433 -0.005 0.032 0.016
H -4.187979 -1.897278 -2.496892 -0.009 0.011 -0.018
H -2.978627 -0.759161 -3.079228 0.023 0.033 0.017
H -4.039180 2.241115 -1.871994 -0.050 -0.071 -0.016
H -2.351573 1.931150 -1.459128 -0.011 -0.016 -0.035
H -3.513329 2.366228 -0.192091 0.037 -0.034 0.022
H -4.234654 -2.743759 -0.442728 -0.003 0.000 0.006
H -4.091774 -5.025566 0.425154 0.000 0.017 -0.008
H -2.206247 -5.684030 1.901313 -0.007 0.003 0.005
H -0.489645 -4.005124 2.513310 -0.026 -0.041 0.010
H 1.332738 -1.357434 4.867313 -0.024 -0.095 -0.066
H 0.435712 0.068132 4.333809 -0.042 -0.051 -0.028
H 2.195143 -0.006730 4.126472 -0.007 -0.113 0.000
H 2.910973 -2.864282 1.828902 -0.049 -0.028 0.038
H 3.391142 -1.161932 1.728722 -0.005 -0.115 0.102
H 2.398135 -1.878467 0.449317 -0.094 -0.024 0.001
H 2.269616 0.597258 1.649128 0.007 0.244 -0.001
H 2.855625 2.087652 0.934274 0.004 -0.022 0.045
H 4.623830 1.365231 2.677502 0.082 -0.069 0.012
O -0.840568 5.758778 6.120234 -0.125 -0.062 -0.060
N 0.221787 5.250384 5.804073 0.042 0.429 0.444
O 1.285877 5.565628 6.314794 0.108 -0.076 -0.045
C 0.222973 4.242535 4.779653 -0.075 -0.702 -0.641
C 1.419630 3.676478 4.382577 0.226 0.135 0.122
C 1.444168 2.752153 3.339297 -0.835 0.252 0.109
C 0.240045 2.404745 2.642435 0.075 0.262 0.251
O 0.310975 1.748465 1.535332 0.386 -0.269 -0.209
C -0.986501 2.863721 3.222427 0.205 -0.037 0.203
C -0.984555 3.815791 4.232150 0.065 0.119 0.128
N -2.214881 2.370779 2.787136 -0.100 0.525 -0.356
O -3.288110 2.984502 3.045609 0.175 -0.204 -0.008
O -2.283736 1.154219 2.258373 -0.193 -0.535 0.056
N 2.667111 2.163804 3.033501 0.570 -0.220 -0.157
O 3.664843 2.320479 3.826934 -0.095 0.040 -0.076
O 4.276181 0.913951 1.876642 -0.193 0.177 0.176
H 2.344772 3.953690 4.862457 -0.016 0.011 -0.015
H -1.921256 4.199856 4.601762 -0.052 -0.013 -0.065
C 0.037654 0.067099 -0.873053 0.007 0.150 0.182
C 0.707087 -0.181419 -1.871102 0.150 -0.064 -0.153
C 1.426982 -0.479948 -3.027743 -0.155 0.057 0.275
C 2.707517 0.185116 -3.235691 0.194 0.054 -0.037
C 3.746952 -0.384672 -3.990598 -0.111 0.040 0.084
C 4.942569 0.287494 -4.175984 0.042 0.006 -0.029
C 5.147556 1.534613 -3.602771 0.045 0.021 0.000
C 4.153693 2.086868 -2.803583 0.063 0.019 -0.020
C 2.956349 1.423075 -2.617515 -0.062 -0.059 -0.078
C 0.834995 -1.422688 -3.966692 -0.073 -0.159 -0.162
C -0.150824 -2.324266 -3.521662 0.127 0.040 -0.015
C -0.750491 -3.213595 -4.392494 -0.037 -0.051 -0.030
C -0.398055 -3.233166 -5.736689 -0.018 0.009 -0.040
C 0.552293 -2.333567 -6.200625 -0.021 -0.044 -0.046
C 1.154399 -1.436332 -5.336399 -0.024 0.030 0.153
H 3.625512 -1.377589 -4.400923 -0.044 0.002 -0.067
H 5.727151 -0.170031 -4.767097 -0.009 -0.009 0.008
H 6.075829 2.066668 -3.769310 0.010 -0.020 0.042
H 4.319833 3.044436 -2.325353 -0.039 0.006 -0.004
H 2.176807 1.855790 -2.003289 0.000 0.009 0.011
H -0.427648 -2.311893 -2.474737 -0.017 0.000 0.003
H -1.500898 -3.903032 -4.024104 0.004 0.024 0.034
H -0.873176 -3.927183 -6.418755 0.017 -0.013 0.012
H 0.820963 -2.326963 -7.250447 -0.018 0.035 0.002
H 1.848878 -0.707113 -5.728275 0.072 -0.008 0.002

---

Table of energy above the lowest of the compared OMol25 structures with the same formula, charge and spin (kJ/mol), in record order: 41.29; 0.00; 105.17